(1)
Formula: C5H10NO3PS
Source: the OMol25 dataset
Level of theory: the ωB97M-V functional and the def2-TZVPD basis

```
21
C5H10NO3PS the ωB97M-V functional and the def2-TZVPD basis
C -0.453 -0.351 -0.191
C -0.094 1.038 0.201
C 1.270 0.927 0.918
C 1.863 -0.336 0.393
C 2.895 -0.088 -0.737
N 0.720 -1.034 -0.227
O -1.538 -0.814 -0.515
O -4.270 -1.286 -0.857
O -3.352 -0.358 1.289
P -3.600 -0.028 -0.111
S -3.851 1.729 -0.854
H 0.020 1.737 -0.577
H -0.810 1.422 0.933
H 1.812 1.797 0.872
H 1.017 0.831 2.012
H 2.147 -0.947 1.264
H 2.319 0.149 -1.551
H 3.481 -0.994 -0.932
H 3.716 0.671 -0.528
H -4.050 -2.099 -0.302
H 0.758 -1.964 -0.499
```

E_tot	-1216.61317	Eh
HOMO-LUMO gap	9.6	eV
relative energy (zero: lowest compared OMol25 entry of this formula, charge and spin)	0.38	kJ/mol
highest occupied orbital energy	-9.09	eV

Results of the Mulliken charge analysis, in e, for atoms 1 through 5: 0.51, -0.46, -0.94, 0.21, -1.33

=====

(2)
Formula: C2H10NSi
Source: the OMol25 dataset
Level of theory: the ωB97M-V functional and the def2-TZVPD basis

```
14
C2H10NSi the ωB97M-V functional and the def2-TZVPD basis
C -0.129 -0.494 1.407
C 0.147 -0.162 0.039
N -0.923 -0.789 -0.836
Si 0.859 1.608 -0.510
H -0.602 0.431 1.908
H -0.826 -1.337 1.526
H 0.818 -0.700 1.954
H 1.380 -1.075 -0.517
H -1.016 -1.936 -0.615
H -0.876 -0.754 -1.931
H -1.918 -0.532 -0.600
H 1.928 1.326 -1.630
H 1.485 2.159 0.815
H -0.328 2.254 -1.011
```

E_tot	-426.05649	Eh
HOMO-LUMO gap	10.3	eV
relative energy (zero: lowest compared OMol25 entry of this formula, charge and spin)	465.12	kJ/mol
net charge	+1
highest occupied orbital energy	-14.57	eV

Results of the Mulliken charge analysis, in e, for atoms 1 through 5: -1.17, -0.06, -0.54, 0.34, 0.30

=====

(3)
Formula: C40H32N9O4Sc
Source: the OMol25 dataset
Level of theory: the ωB97M-V functional and the def2-TZVPD basis

```
86
C40H32N9O4Sc the ωB97M-V functional and the def2-TZVPD basis
Sc -0.021 0.346 -0.170
C -3.690 0.045 -2.381
C -2.845 0.547 -1.358
N -2.222 -0.311 -0.552
C -2.310 -1.609 -0.843
C -3.049 -2.075 -1.916
N -3.767 -1.227 -2.670
C -1.510 -2.504 0.029
C -1.830 -3.845 0.160
C -1.065 -4.648 0.998
C -0.051 -4.035 1.719
C 0.187 -2.675 1.567
N -0.492 -1.926 0.685
C 1.193 -1.984 2.409
C 1.709 -2.551 3.573
N 2.611 -1.927 4.317
C 2.987 -0.725 3.907
C 2.451 -0.130 2.768
N 1.557 -0.764 2.019
C -1.335 -6.094 1.138
C -2.633 -6.594 1.110
C -2.824 -7.960 1.245
N -1.833 -8.832 1.393
C -0.595 -8.351 1.414
C -0.293 -7.003 1.296
H -4.267 0.740 -2.982
H -2.811 1.590 -1.079
H -3.083 -3.121 -2.190
H -2.662 -4.255 -0.393
H 0.539 -4.612 2.415
H 1.381 -3.519 3.932
H 3.727 -0.201 4.500
H 2.749 0.865 2.465
H -3.490 -5.940 1.015
H -3.828 -8.370 1.237
H 0.202 -9.077 1.529
H 0.741 -6.682 1.301
C 1.238 0.738 -3.608
C 1.103 -0.781 -3.414
C 2.386 -1.391 -2.926
C 3.036 -2.336 -3.703
C 4.195 -2.941 -3.243
C 4.678 -2.602 -1.995
C 4.049 -1.655 -1.185
C 4.639 -1.392 0.179
C 5.977 -0.656 0.135
C 2.892 -1.025 -1.667
N 2.205 -0.044 -0.908
C 2.913 1.007 -0.569
C 2.440 1.971 0.321
C 3.114 3.073 0.882
C 2.277 3.568 1.868
C 1.129 2.757 1.854
N 1.215 1.794 0.935
H -0.714 1.089 -3.944
H 1.574 0.948 -4.624
H 1.910 1.201 -2.898
H 0.852 -1.223 -4.384
H 0.008 -2.058 -2.458
H 2.631 -2.597 -4.674
H 4.706 -3.680 -3.847
H 5.569 -3.089 -1.616
H 4.783 -2.357 0.675
H 3.930 -0.839 0.791
H 6.696 -1.185 -0.492
H 6.405 -0.570 1.134
H 5.870 0.351 -0.270
H 3.918 1.138 -0.971
H 4.079 3.452 0.584
H 2.437 4.429 2.496
H 0.250 2.864 2.470
O 0.034 7.399 -0.765
C -0.053 6.537 -1.658
O 0.179 6.598 -2.881
C -0.505 5.139 -1.157
C -1.092 4.979 0.119
C -1.412 3.726 0.557
N -1.214 2.606 -0.179
C -0.666 2.767 -1.419
C -0.306 4.027 -1.932
C -0.523 1.462 -1.942
O 0.003 1.460 -3.412
O 0.026 -1.094 -2.511
H -1.257 5.861 0.723
H -1.863 3.572 1.533
H 0.133 4.153 -2.913
```

E_tot	-3097.92715	Eh
HOMO-LUMO gap	4.4	eV
relative energy (zero: lowest compared OMol25 entry of this formula, charge and spin)	717.30	kJ/mol
highest occupied orbital energy	-6.23	eV

Results of the Mulliken charge analysis, in e, for atoms 1 through 5: -0.54, -0.80, -0.09, -0.14, 0.39

=====

(4)
Formula: C47H49Cl3N9Sn
Source: the OMol25 dataset
Level of theory: the ωB97M-V functional and the def2-TZVPD basis

```
109
C47H49Cl3N9Sn the ωB97M-V functional and the def2-TZVPD basis
Sn -2.949 0.181 -1.987
Cl -0.090 -0.370 -0.045
Cl -1.057 -5.583 2.186
C -0.550 -3.894 2.530
C 0.658 -3.411 1.720
Cl 2.091 -4.440 1.830
H -0.355 -3.869 3.603
H -1.357 -3.181 2.360
H 0.968 -2.425 2.067
H 0.446 -3.230 0.666
N -0.695 2.020 -3.138
C 0.448 2.481 -2.614
C 1.251 3.422 -3.185
C 0.939 3.860 -4.419
C -0.277 3.445 -5.024
C -1.070 2.575 -4.323
H 0.777 1.962 -1.726
H 2.202 3.603 -2.705
H 1.586 4.495 -5.005
H -0.507 3.820 -6.010
H -1.992 2.196 -4.737
N -0.685 4.883 1.163
C -0.059 6.006 0.796
C 1.213 6.056 0.241
C 1.905 4.831 0.165
C 1.275 3.672 0.595
C -0.013 3.730 1.079
H -0.561 6.952 0.939
H 1.597 7.013 -0.080
H 2.822 4.764 -0.401
H 1.652 2.669 0.455
H -0.524 2.820 1.356
N -3.721 1.997 0.537
C -2.787 1.865 1.490
C -2.894 2.509 2.749
C -3.933 3.359 3.021
C -4.914 3.556 2.036
C -4.763 2.867 0.814
H -2.119 1.031 1.340
H -2.145 2.296 3.497
H -4.077 3.772 4.009
H -5.822 4.128 2.156
H -5.493 3.033 0.036
N 1.095 1.677 5.452
C 1.396 1.108 4.230
C 0.615 0.054 3.804
C -0.440 -0.384 4.591
C -0.675 0.166 5.822
C 0.104 1.196 6.230
H 2.277 1.468 3.720
H 0.877 -0.466 2.894
H -1.080 -1.186 4.256
H -1.493 -0.193 6.430
H -0.100 1.619 7.203
N -4.194 -1.745 0.810
C -4.343 -3.115 0.693
C -4.447 -3.972 1.785
C -4.581 -3.411 3.041
C -4.563 -2.013 3.152
C -4.308 -1.225 2.039
H -4.315 -3.533 -0.302
H -4.434 -5.040 1.620
H -4.836 -4.000 3.910
H -4.640 -1.569 4.133
H -4.315 -0.146 2.080
N 5.307 2.037 -2.590
C 4.365 1.135 -3.115
C 3.482 0.419 -2.314
C 3.419 0.728 -0.975
C 4.232 1.769 -0.464
C 5.170 2.380 -1.301
H 4.284 0.986 -4.182
H 2.893 -0.387 -2.727
H 2.768 0.138 -0.346
H 4.169 2.039 0.580
H 5.783 3.178 -0.909
N -2.574 -2.876 -2.373
C -3.168 -3.518 -3.451
C -3.162 -4.890 -3.643
C -2.578 -5.657 -2.656
C -1.949 -5.089 -1.555
C -1.927 -3.690 -1.490
H -3.669 -2.816 -4.101
H -3.640 -5.252 -4.541
H -2.579 -6.729 -2.787
H -1.472 -5.630 -0.751
H -1.568 -3.186 -0.605
N 4.607 0.252 3.062
C 4.153 -0.693 2.261
C 4.869 -1.799 1.843
C 6.167 -1.963 2.220
C 6.749 -0.910 3.007
C 5.941 0.137 3.420
H 3.173 -0.636 1.811
H 4.476 -2.493 1.114
H 6.667 -2.814 1.782
H 7.781 -0.780 3.296
H 6.427 0.911 3.994
N -1.017 -0.971 -4.442
C 0.027 -1.551 -3.902
C 1.059 -2.101 -4.673
C 1.022 -1.954 -6.068
C -0.150 -1.376 -6.646
C -1.149 -0.864 -5.803
H 0.019 -1.708 -2.833
H 1.935 -2.425 -4.131
H 1.841 -2.367 -6.638
H -0.207 -1.338 -7.724
H -1.998 -0.402 -6.284
```

E_tot	-3907.74155	Eh
HOMO-LUMO gap	6.2	eV
net charge	+1
highest occupied orbital energy	-10.93	eV

Results of the Mulliken charge analysis, in e, for atoms 1 through 5: 1.25, -0.80, -0.20, 0.03, 1.23

=====

- What is the E_tot in the first record?
  -1216.61317 Eh